Record 1
C30H51NP2PdSi | wB97M-V/def2-TZVPD

Geometry as XYZ:
```
86
C30H51NP2PdSi (wB97M-V/def2-TZVPD)
Pd 0.162 0.317 -1.266
C 3.125 1.734 -2.228
C 3.719 0.443 -1.660
C 5.006 0.834 -0.918
P 2.340 -0.618 -0.875
C 3.009 -2.334 -1.237
C 4.444 -2.653 -0.821
C 2.043 -3.350 -0.612
C 2.439 -0.609 0.980
C 3.593 -0.435 1.752
C 3.598 -0.326 3.137
C 4.878 -0.098 3.906
C 2.363 -0.390 3.781
C 1.200 -0.625 3.080
C 1.193 -0.809 1.668
N 0.086 -1.100 0.958
C -0.995 -1.749 1.432
C -0.957 -2.713 2.488
C -2.088 -3.385 2.910
C -3.337 -3.164 2.325
C -4.573 -3.902 2.784
C -3.380 -2.255 1.273
C -2.269 -1.561 0.795
P -2.343 -0.365 -0.609
C -4.067 0.329 -0.412
C -4.391 1.166 -1.653
C -4.068 1.221 0.837
C -2.574 -1.491 -2.094
C -1.193 -2.070 -2.398
C -3.652 -2.567 -1.999
H 3.866 2.242 -2.862
H 2.810 2.411 -1.431
H 2.224 1.543 -2.804
H 4.005 -0.189 -2.512
H 4.776 1.490 -0.078
H 5.654 1.400 -1.601
H 5.582 -0.015 -0.550
H 2.936 -2.410 -2.327
H 4.582 -2.475 0.252
H 5.175 -2.055 -1.369
H 4.671 -3.711 -1.012
H 2.172 -3.369 0.477
H 2.229 -4.361 -0.995
H 1.003 -3.081 -0.804
H 4.548 -0.389 1.260
H 5.750 -0.325 3.287
H 4.932 -0.732 4.797
H 4.980 0.940 4.242
H 2.318 -0.257 4.860
H 0.254 -0.679 3.604
H -0.002 -2.913 2.963
H -2.003 -4.108 3.721
H -4.513 -4.153 3.847
H -4.730 -4.842 2.239
H -5.470 -3.294 2.638
H -4.345 -2.085 0.800
H -4.824 -0.455 -0.300
H -3.583 1.883 -1.845
H -5.319 1.733 -1.506
H -4.514 0.545 -2.545
H -3.319 2.015 0.724
H -3.817 0.651 1.736
H -5.048 1.691 0.987
H -2.836 -0.802 -2.902
H -0.950 -2.856 -1.676
H -0.434 -1.235 -2.249
H -1.124 -2.484 -3.412
H -3.448 -3.243 -1.165
H -3.678 -3.166 -2.918
H -4.653 -2.139 -1.851
C -2.271 5.168 -1.130
Si -0.501 4.428 -1.044
C 0.237 5.429 0.393
C 0.267 5.119 -2.640
C -0.212 2.701 -0.831
H -2.261 6.268 -1.172
H -2.855 4.863 -0.250
H -2.804 4.796 -2.017
H 0.071 6.511 0.290
H 1.313 5.241 0.476
H -0.225 5.105 1.337
H -0.040 6.160 -2.819
H -0.054 4.516 -3.502
H 1.363 5.077 -2.599
H -0.609 2.080 -1.665
H -0.585 2.339 0.127
```

- total charge = -2
- multiplicity = 1
- HOMO-LUMO gap (hartree) = 0.1549



Record 2
C17H50CuO10S8 | wB97M-V/def2-TZVPD

Geometry as XYZ:
```
86
C17H50CuO10S8 (wB97M-V/def2-TZVPD)
Cu 0.166 0.336 -0.462
O -1.930 0.338 0.562
S -2.844 -0.640 1.168
O -3.581 -1.669 0.398
O -2.061 -1.480 2.395
C -2.712 -2.471 3.141
C -1.829 -2.775 4.435
C -4.076 0.479 2.095
H -2.756 -3.397 2.567
H -3.712 -2.280 3.531
H -1.795 -1.815 4.950
H -0.818 -3.068 4.152
H -2.165 -3.555 5.119
H -4.363 1.384 1.561
H -3.666 0.908 3.009
H -4.978 -0.116 2.236
C 3.904 -2.004 0.673
S 2.949 -0.462 1.279
O 1.479 -0.615 0.852
C 2.843 -0.900 3.055
H 3.213 -2.818 0.892
H 4.879 -2.124 1.144
H 4.053 -1.877 -0.399
H 3.724 -0.544 3.589
H 2.803 -1.987 3.123
H 1.917 -0.476 3.444
C 4.821 1.833 -1.088
S 3.137 2.719 -0.981
O 2.095 1.576 -0.788
C 3.493 3.482 0.626
H 4.573 1.145 -1.897
H 5.102 1.404 -0.127
H 5.544 2.558 -1.463
H 4.267 4.242 0.737
H 3.918 2.647 1.182
H 2.785 3.974 1.293
C -0.578 0.582 3.854
S 0.640 1.675 2.977
O 0.380 1.598 1.441
C -0.118 3.191 3.506
H -1.565 0.718 3.412
H -0.497 1.018 4.849
H -0.275 -0.424 3.563
H -0.232 3.356 4.578
H -1.044 3.306 2.942
H 0.607 3.931 3.169
C -2.172 -1.322 -4.307
S -2.725 -0.147 -2.976
O -1.555 0.072 -2.101
C -2.773 1.409 -4.003
H -2.610 -1.340 -5.305
H -2.087 -2.309 -3.851
H -1.179 -0.940 -4.540
H -3.632 1.316 -4.668
H -1.887 1.613 -4.604
H -2.874 2.272 -3.345
C -0.468 4.516 0.119
S -1.152 3.657 -1.364
O -0.614 2.218 -1.163
C -2.958 3.523 -0.692
H -1.293 5.019 0.624
H 0.253 5.319 -0.035
H 0.059 3.937 0.877
H -3.599 3.123 -1.477
H -3.372 4.418 -0.229
H -3.070 2.758 0.076
C 0.755 -4.465 -0.968
S -0.484 -3.410 -0.015
O -0.238 -1.940 -0.479
C -2.105 -4.132 -0.649
H 1.720 -3.968 -0.872
H 0.610 -4.580 -2.042
H 0.856 -5.444 -0.500
H -3.022 -3.698 -0.249
H -2.077 -5.179 -0.347
H -2.278 -4.243 -1.719
C 2.527 0.382 -4.224
S 2.316 -0.890 -2.867
O 1.015 -0.463 -2.157
C 1.752 -2.310 -3.966
H 2.885 1.342 -3.852
H 1.609 0.552 -4.786
H 3.239 0.081 -4.992
H 2.591 -2.564 -4.614
H 0.983 -1.943 -4.645
H 1.361 -3.145 -3.384
```

- energy relative to the best compared isomer or geometry (same formula, charge and spin) (kcal per mole) = 101.1
- total charge = +2
- multiplicity = 2
- HOMO-LUMO gap (alpha / beta) (hartree) = 0.3449 / 0.2648



Record 3
C6H67NO28P | wB97M-V/def2-TZVPD

Geometry as XYZ:
```
103
C6H67NO28P (wB97M-V/def2-TZVPD)
N 3.766 -0.155 0.842
C 2.951 -0.309 -0.361
P 1.926 1.207 -0.742
C 0.340 1.164 0.179
C -0.527 2.391 -0.234
C -1.755 1.995 -1.071
C -2.988 1.680 -0.201
O -3.093 0.270 0.089
C -4.395 -0.123 0.028
O -5.004 -0.393 1.010
H 4.408 0.626 0.754
H 3.170 0.073 1.630
H 3.619 -0.507 -1.201
H 2.251 -1.132 -0.231
H 2.696 2.295 -0.280
H 1.724 1.297 -2.139
H -0.132 0.206 -0.024
H 0.583 1.238 1.241
H 0.072 3.073 -0.846
H -0.837 2.975 0.630
H -1.543 1.200 -1.787
H -2.032 2.874 -1.660
H -2.956 2.251 0.726
H -3.867 2.003 -0.766
H -4.900 -0.183 -0.943
O -3.753 4.541 -1.942
H -3.237 5.343 -2.078
H -4.614 4.739 -2.334
O -6.487 3.483 -1.696
H -6.237 2.558 -1.619
H -6.995 3.657 -0.895
O 2.150 2.709 -4.027
H 2.254 3.665 -3.943
H 1.790 2.588 -4.914
O 5.422 2.041 -1.038
H 6.209 2.335 -1.511
H 5.039 1.384 -1.632
O -4.428 -3.862 0.406
H -4.589 -2.970 0.729
H -3.747 -3.749 -0.267
O -2.179 2.968 -4.580
H -2.279 2.048 -4.322
H -2.596 3.467 -3.866
O -4.626 -6.696 2.040
H -4.209 -5.845 1.868
H -5.504 -6.599 1.654
O -8.126 1.520 -3.159
H -8.135 2.479 -3.067
H -8.440 1.358 -4.053
O 4.847 -1.829 -2.532
H 5.217 -2.210 -1.727
H 4.905 -2.545 -3.172
O -7.643 0.474 2.059
H -7.222 0.396 2.925
H -6.962 0.186 1.446
O 4.815 4.335 -3.295
H 4.536 3.988 -2.442
H 5.724 4.631 -3.154
O 4.078 1.345 -6.093
H 3.895 0.442 -5.820
H 3.728 1.892 -5.381
O -1.828 -1.724 1.927
H -2.206 -1.060 1.333
H -2.591 -2.229 2.235
O -0.054 -0.894 4.597
H -0.464 -0.820 3.728
H 0.429 -1.725 4.560
O -6.799 -0.258 5.073
H -6.432 -1.146 5.141
H -7.296 -0.142 5.888
O 5.521 -4.189 -0.706
H 5.706 -5.133 -0.650
H 5.048 -3.994 0.112
O 0.859 -1.377 -1.063
H 1.183 -2.281 -1.118
H 0.264 -1.417 -0.312
O -6.864 -9.071 1.296
H -7.078 -9.459 2.149
H -6.032 -8.614 1.447
O 7.578 2.663 0.881
H 8.176 2.637 0.129
H 6.770 2.237 0.571
O 6.606 5.106 2.527
H 6.951 4.762 3.357
H 6.692 4.368 1.913
O -0.657 -3.456 0.089
H -0.694 -4.408 0.231
H -1.156 -3.054 0.820
O 7.368 -2.185 0.711
H 8.159 -1.836 0.287
H 7.032 -2.842 0.090
O -3.997 -6.452 5.044
H -4.134 -5.501 5.133
H -4.304 -6.666 4.154
O -4.271 -3.361 5.762
H -4.342 -3.472 6.716
H -3.466 -2.847 5.645
O 6.464 6.834 -3.512
H 7.075 7.563 -3.656
H 5.631 7.135 -3.889
O 8.199 -0.571 3.062
H 8.998 -0.199 2.678
H 7.876 -1.205 2.408
```

- total charge = +1
- multiplicity = 1
- HOMO-LUMO gap (hartree) = 0.3548



Record 4
C4H5CrO2 | wB97M-V/def2-TZVPD

Geometry as XYZ:
```
12
C4H5CrO2 (wB97M-V/def2-TZVPD)
H -1.109 -0.722 1.672
C 0.078 0.421 0.701
C -0.195 -0.987 0.989
O -0.074 -1.936 0.253
Cr -0.422 -3.901 0.251
H 0.618 0.975 1.477
O 1.497 0.782 -1.554
C 0.569 0.847 -0.740
C -0.723 1.302 -0.479
H 2.188 0.119 -1.342
H -1.543 0.732 -0.935
H -0.886 2.368 -0.293
```

- energy relative to the best compared isomer or geometry (same formula, charge and spin) (kcal per mole) = 0.0
- total charge = +2
- multiplicity = 6
- HOMO-LUMO gap (alpha / beta) (hartree) = 0.2537 / 0.3730



Electronic energy? In order: -2328.51819; -6255.24178; -2771.31487; -1349.51261 a.u..